Entry 1:
20
Properties=species:S:1:pos:R:3:lowdin_charge:R:1 method="wB97M-V/def2-TZVPD" lumo_ha=-0.10404 orbital_gap_ev=6.437 multiplicity=1 e_above_lowest_kj_mol=539.6
N 0.427 0.774 0.263 0.16
C -0.347 -0.304 0.282 -0.29
C -0.344 -1.048 -1.060 -0.01
C -2.023 0.218 0.509 -0.53
N -2.294 1.309 -0.351 0.11
O -2.749 -0.771 0.360 0.07
H 1.291 0.609 0.985 0.06
H 0.186 1.323 -0.547 0.12
H -0.052 -0.948 1.105 0.15
H -0.801 -2.023 -0.892 0.09
H 0.674 -1.186 -1.412 0.07
H -0.953 -0.527 -1.795 0.09
H -1.817 2.173 -0.132 0.09
H -3.244 1.358 -0.682 0.11
H 3.791 -0.651 -1.094 0.03
H 2.500 0.424 2.267 -0.03
O 2.840 -0.587 -0.988 -0.10
H -1.974 0.600 1.549 0.18
H 2.682 -0.481 -0.021 -0.02
O 2.208 -0.261 1.654 -0.34


Entry 2:
44
Properties=species:S:1:pos:R:3:lowdin_charge:R:1 method="wB97M-V/def2-TZVPD" lumo_ha=-0.00816 orbital_gap_ev=8.232 multiplicity=1 e_above_lowest_kj_mol=1456.3
C -0.512 -1.819 -2.646 -0.25
H -1.034 -2.628 -2.331 0.06
H -0.995 -0.825 -2.909 0.12
H -0.059 -2.162 -3.701 0.15
O 0.515 -1.699 -1.978 -0.05
C 0.453 -2.236 -0.587 -0.21
O -0.435 -3.053 -0.114 0.05
C 1.699 -1.798 0.021 -0.19
C 2.231 -2.829 0.790 0.00
C 3.507 -2.715 1.560 0.02
C 4.038 -1.235 1.537 -0.01
C 3.429 -0.288 0.717 -0.03
C 2.355 -0.736 0.019 -0.14
N 1.713 0.597 -0.457 0.14
C 2.202 1.701 -0.970 -0.73
O 3.301 2.010 -0.620 0.07
C 1.176 2.501 -1.309 -0.30
H 0.360 2.114 -1.901 0.06
H 1.712 3.599 -1.955 0.20
S 0.247 3.473 0.179 0.93
C -0.934 2.193 0.356 -0.71
N -1.792 2.404 1.650 0.05
N -2.456 1.327 1.474 -0.07
C -2.182 0.533 0.512 -0.16
N -1.125 1.250 -0.536 0.11
C -2.688 -0.760 -0.084 -0.06
H -2.845 -0.963 -1.165 0.12
H -2.074 -1.453 0.161 -0.01
C -4.234 -1.057 0.653 -0.34
C -5.129 -0.027 0.114 -0.15
H -6.116 -0.026 0.474 0.06
H -4.865 1.003 0.120 0.06
H -5.271 -0.049 -1.011 0.11
C -4.646 -2.557 0.166 -0.04
H -5.626 -2.698 0.641 0.07
H -3.873 -2.969 0.585 -0.01
H -4.690 -2.533 -1.063 0.15
H -4.078 -0.935 1.899 0.18
H -3.170 1.089 2.136 0.16
H 0.587 0.506 -0.605 0.14
H 4.097 0.501 0.957 0.12
H 4.891 -1.208 2.279 0.11
H 3.804 -3.524 2.162 0.06
H 1.730 -3.950 0.922 0.17


Entry 3:
18
Properties=species:S:1:pos:R:3:lowdin_charge:R:1 method="wB97M-V/def2-TZVPD" lumo_ha=0.02275 orbital_gap_ev=7.524 multiplicity=1 e_above_lowest_kj_mol=633.0
C 1.372 -0.170 1.189 0.11
N 0.504 -0.496 -1.721 -0.06
O 0.118 0.520 -2.684 -0.10
H 0.920 1.047 -2.782 0.08
H 0.519 -1.406 -2.176 0.11
H 1.185 -0.816 2.032 0.04
H 2.057 -0.602 0.475 0.04
H 1.672 0.832 1.485 0.03
C -1.197 0.961 1.307 -0.09
N -0.187 0.692 0.281 -0.06
C -0.490 -0.552 -0.642 -0.57
N -0.338 -1.630 0.214 -0.04
H -0.042 1.486 -0.339 0.13
H -0.251 -2.497 -0.318 0.00
H -1.503 -0.406 -1.067 0.13
H -1.431 0.017 1.797 0.08
H -2.115 1.384 0.889 0.09
H -0.791 1.635 2.062 0.08


Entry 4:
51
Properties=species:S:1:pos:R:3:lowdin_charge:R:1 method="wB97M-V/def2-TZVPD" total_charge=+3 lumo_ha=-0.48304 orbital_gap_ev=1.205 multiplicity=1 e_above_lowest_kj_mol=320.9
Tl 2.006 -1.460 -1.997 1.00
C -0.050 5.610 1.868 -0.23
S -0.960 5.551 0.272 0.97
O -1.071 4.086 -0.261 -0.50
C -2.671 5.901 0.996 -0.20
H 0.967 5.979 1.734 0.06
H -0.121 4.742 2.523 0.07
H -0.630 6.381 2.375 0.04
H -3.329 6.129 0.157 0.06
H -2.791 6.666 1.764 0.06
H -2.944 4.991 1.530 0.06
C 5.196 6.179 -6.352 -0.23
S 5.110 5.648 -4.593 0.95
O 4.502 4.236 -4.609 -0.49
C 6.925 5.457 -4.362 -0.24
H 5.210 5.464 -7.174 0.08
H 6.025 6.864 -6.527 0.06
H 4.249 6.712 -6.448 0.05
H 7.572 6.332 -4.317 0.07
H 7.322 4.742 -5.082 0.07
H 7.052 5.112 -3.336 0.05
C -1.137 -1.271 6.042 -0.22
S -2.365 -1.477 4.658 0.95
O -1.796 -1.456 3.221 -0.49
C -2.883 -3.251 5.134 -0.19
H -0.517 -0.387 5.897 0.06
H -0.548 -2.188 6.072 0.06
H -1.645 -1.219 7.005 0.07
H -3.123 -3.377 6.189 0.07
H -2.061 -3.919 4.876 0.06
H -3.711 -3.542 4.488 0.05
C -6.739 0.489 -3.399 -0.21
S -5.952 -1.155 -3.699 0.95
O -4.526 -1.010 -3.230 -0.48
C -6.851 -1.990 -2.324 -0.21
H -7.010 0.581 -2.347 0.06
H -7.718 0.523 -3.876 0.07
H -6.047 1.240 -3.779 0.06
H -6.416 -2.980 -2.187 0.06
H -7.923 -1.917 -2.509 0.08
H -6.427 -1.405 -1.507 0.05
C 4.974 -7.673 1.187 -0.22
S 3.636 -7.425 2.428 0.94
O 2.774 -6.289 1.935 -0.50
C 2.735 -9.035 2.197 -0.21
H 5.218 -8.736 1.178 0.06
H 5.839 -7.089 1.501 0.05
H 4.765 -7.317 0.178 0.07
H 3.517 -9.734 2.495 0.05
H 2.500 -9.270 1.159 0.07
H 1.865 -9.044 2.854 0.06


Entry 5:
16
Properties=species:S:1:pos:R:3:lowdin_charge:R:1 method="wB97M-V/def2-TZVPD" total_charge=+1 lumo_ha=-0.20280 smiles=CCC[n+]1ncon1 orbital_gap_ev=10.240 multiplicity=1 e_above_lowest_kj_mol=538.2
C -0.184 2.707 1.021 -0.01
C -0.635 -2.031 0.205 -0.08
C 0.733 -1.372 -0.213 -0.15
C 0.597 0.086 -1.028 -0.04
N 0.672 2.053 0.328 0.21
N -1.302 1.109 0.047 0.22
N -0.095 1.106 -0.257 -0.13
O -1.419 2.126 0.864 0.11
H -0.011 3.631 1.674 0.20
H -1.204 -2.298 -0.711 0.09
H -1.091 -1.333 0.792 0.01
H -0.463 -3.052 0.670 0.11
H 1.488 -1.123 0.569 0.11
H 1.197 -2.143 -0.749 0.08
H 0.116 0.033 -2.006 0.13
H 1.601 0.502 -1.206 0.13


Entry 6:
72
Properties=species:S:1:pos:R:3:lowdin_charge:R:1 method="wB97M-V/def2-TZVPD" total_charge=+2 lumo_ha="-0.28953 / -0.28894" orbital_gap_ev="5.648 / 5.572" multiplicity=1
C -0.237 1.529 -0.045 -0.09
C 0.902 2.258 0.387 -0.11
C 1.048 3.406 -0.464 -0.15
H 1.482 2.027 1.276 0.13
C -0.024 3.387 -1.411 -0.15
C -0.816 2.223 -1.154 -0.12
H -1.805 2.021 -1.566 0.13
H -0.695 0.700 0.496 0.14
H 1.780 4.203 -0.350 0.14
H -0.250 4.161 -2.142 0.13
Ti 1.464 1.612 -1.809 0.67
Si 3.477 -2.298 1.281 0.74
C 5.031 -2.520 2.268 -0.34
C 6.139 -3.186 1.725 -0.10
H 6.072 -3.627 0.727 0.10
C 7.331 -3.267 2.450 -0.08
H 8.196 -3.769 2.013 0.11
C 7.431 -2.678 3.715 -0.07
H 8.370 -2.730 4.269 0.12
C 6.327 -2.016 4.261 -0.07
H 6.399 -1.548 5.244 0.11
C 5.125 -1.947 3.546 -0.11
H 4.257 -1.442 3.978 0.10
C 3.612 -0.705 0.343 -0.27
C 3.688 0.486 1.045 -0.05
H 3.606 0.483 2.135 0.14
C 3.934 1.693 0.339 -0.12
H 4.256 2.591 0.866 0.16
C 3.285 1.850 -0.957 -0.36
H 3.239 2.812 -1.502 0.10
C 3.199 0.500 -1.768 -0.28
H 3.010 0.500 -2.859 0.12
C 3.774 -0.638 -1.080 -0.09
H 4.014 -1.540 -1.643 0.16
H 2.332 -2.191 2.210 0.01
Si 4.863 1.041 -1.287 0.61
C 5.698 1.968 -2.720 -0.23
C 6.670 2.922 -2.409 -0.08
H 6.922 3.118 -1.364 0.11
C 7.336 3.606 -3.430 -0.05
H 8.102 4.343 -3.182 0.12
C 7.016 3.340 -4.769 -0.05
H 7.528 3.878 -5.569 0.12
C 6.038 2.386 -5.077 -0.06
H 5.781 2.181 -6.118 0.12
C 5.388 1.692 -4.052 -0.11
H 4.640 0.937 -4.302 0.09
C 6.489 0.346 -0.521 -0.21
C 6.967 0.720 0.734 -0.07
H 6.456 1.476 1.334 0.11
C 8.120 0.118 1.252 -0.05
H 8.465 0.392 2.250 0.12
C 8.811 -0.835 0.503 -0.06
H 9.711 -1.301 0.907 0.12
C 8.332 -1.210 -0.757 -0.05
H 8.857 -1.963 -1.344 0.12
C 7.167 -0.621 -1.262 -0.08
H 6.801 -0.925 -2.247 0.12
H 3.330 -3.386 0.460 -0.03
Cl 2.042 2.899 -3.617 0.29
C 0.039 -2.640 -0.359 0.03
O -0.557 -2.086 -1.586 0.05
C -0.072 -0.933 -1.979 -0.49
O 0.879 -0.336 -1.392 -0.08
N -0.673 -0.339 -3.018 0.09
N -0.041 0.866 -3.442 -0.01
H -0.528 -3.554 -0.189 0.12
H -0.090 -1.935 0.471 0.10
H 1.105 -2.851 -0.517 0.07
H -1.320 -0.862 -3.605 0.19
H 0.459 0.698 -4.322 0.11
H -0.771 1.541 -3.690 0.13


Entry 7:
101
Properties=species:S:1:pos:R:3:lowdin_charge:R:1 method="wB97M-V/def2-TZVPD" lumo_ha=0.00606 orbital_gap_ev=7.852 multiplicity=1 e_above_lowest_kj_mol=38.9
Ga -0.334 0.781 0.604 0.22
O 4.317 0.488 4.463 0.15
C 3.394 0.511 3.699 -0.25
C 3.474 0.763 2.192 -0.29
O 4.482 0.915 1.543 0.12
C 2.082 0.778 1.748 -0.30
C 1.210 0.499 2.790 -0.29
O -0.068 0.465 2.549 -0.06
C 1.918 0.319 4.056 -0.28
O 1.468 0.087 5.153 0.12
O 1.606 1.010 0.563 -0.05
O -1.699 1.556 -3.403 -0.28
S -1.622 1.948 -2.027 0.52
O -2.859 1.899 -1.263 -0.32
O -0.529 1.186 -1.314 -0.34
C -1.166 3.669 -1.994 -0.25
C -1.324 4.373 -3.181 -0.04
C -1.188 5.752 -3.181 -0.05
C -0.915 6.419 -1.995 -0.06
C -0.745 5.710 -0.818 -0.08
C -0.856 4.321 -0.803 -0.32
P -0.511 3.429 0.757 1.16
C -1.618 4.302 1.921 -0.33
C -2.981 4.026 1.777 -0.10
C -3.908 4.595 2.634 -0.07
C -3.485 5.443 3.648 -0.08
C -2.137 5.738 3.783 -0.07
C -1.204 5.175 2.922 -0.08
C 1.183 3.979 1.145 -0.34
C 1.660 3.820 2.448 -0.11
C 2.975 4.131 2.758 -0.06
C 3.835 4.571 1.762 -0.06
C 3.380 4.689 0.459 -0.06
C 2.061 4.396 0.148 -0.07
H -1.565 3.820 -4.078 0.11
H -1.308 6.306 -4.103 0.11
H -0.829 7.498 -1.989 0.11
H -0.511 6.235 0.100 0.12
H -3.312 3.385 0.965 0.10
H -4.961 4.376 2.512 0.11
H -4.206 5.879 4.328 0.11
H -1.805 6.409 4.565 0.11
H -0.159 5.428 3.032 0.10
H 1.006 3.437 3.222 0.12
H 3.337 4.003 3.771 0.12
H 4.865 4.803 2.003 0.11
H 4.059 4.996 -0.326 0.11
H 1.722 4.476 -0.877 0.11
N -2.353 0.671 1.252 0.12
H -2.670 -0.236 1.572 0.07
H -2.920 0.979 0.461 0.04
H -2.457 1.323 2.023 0.07
C -0.128 -2.886 1.148 -0.46
P -0.347 -1.637 -0.188 1.08
C 1.004 -1.861 -1.379 -0.32
C 0.871 -2.298 -2.695 -0.10
C 1.974 -2.323 -3.535 -0.07
C 3.216 -1.908 -3.075 -0.07
C 3.361 -1.488 -1.761 -0.05
C 2.261 -1.463 -0.923 -0.09
C -1.991 -1.895 -0.913 -0.34
C -3.034 -2.267 -0.060 -0.13
C -4.348 -2.245 -0.494 -0.08
C -4.645 -1.851 -1.792 -0.07
C -3.620 -1.475 -2.644 -0.05
C -2.302 -1.487 -2.208 -0.09
P 0.073 -4.750 0.989 1.06
C 1.832 -4.982 0.530 -0.39
C 2.849 -4.126 0.939 -0.11
C 4.178 -4.422 0.668 -0.08
C 4.513 -5.594 0.010 -0.09
C 3.511 -6.487 -0.351 -0.08
C 2.186 -6.188 -0.083 -0.11
C -0.819 -5.147 -0.568 -0.40
C -2.131 -5.596 -0.426 -0.12
C -2.901 -5.906 -1.537 -0.08
C -2.361 -5.785 -2.808 -0.08
C -1.047 -5.364 -2.960 -0.08
C -0.278 -5.050 -1.849 -0.11
H -0.975 -2.740 1.821 0.03
H 0.730 -2.540 1.732 0.03
H -0.083 -2.641 -3.069 0.09
H 1.859 -2.663 -4.556 0.11
H 4.068 -1.907 -3.743 0.11
H 4.323 -1.158 -1.391 0.12
H 2.380 -1.118 0.094 0.09
H -2.824 -2.588 0.954 0.09
H -5.142 -2.539 0.181 0.11
H -5.673 -1.832 -2.131 0.11
H -3.837 -1.131 -3.647 0.12
H -1.533 -1.124 -2.870 0.09
H 2.620 -3.222 1.486 0.09
H 4.954 -3.732 0.976 0.11
H 5.549 -5.820 -0.210 0.10
H 3.765 -7.421 -0.835 0.10
H 1.412 -6.897 -0.355 0.10
H -2.547 -5.706 0.570 0.10
H -3.923 -6.243 -1.411 0.10
H -2.958 -6.025 -3.679 0.10
H -0.617 -5.278 -3.951 0.11
H 0.745 -4.727 -1.982 0.10


Entry 8:
57
Properties=species:S:1:pos:R:3:lowdin_charge:R:1 method="wB97M-V/def2-TZVPD" lumo_ha=0.00197 orbital_gap_ev=8.379 multiplicity=1 e_above_lowest_kj_mol=344.8
C -1.451 -1.813 -1.577 -0.10
C -0.535 -2.771 -1.409 -0.24
N 0.677 -2.600 -0.780 0.05
C -2.804 -2.063 -2.200 -0.23
C -3.569 -0.781 -2.483 -0.19
C -4.345 -0.190 -1.596 -0.01
H -1.239 -0.781 -1.333 0.08
H -0.804 -3.770 -1.785 0.12
H 1.074 -3.311 -0.182 0.08
H 1.401 -1.932 -1.007 0.05
H -3.468 -2.568 -1.463 0.10
H -2.767 -2.832 -2.974 0.11
H -3.043 -0.250 -3.290 0.10
H -4.660 0.854 -1.594 0.05
H -4.846 -0.753 -0.815 0.06
H 1.757 0.678 3.134 0.03
H 0.499 1.459 3.062 0.04
O 0.819 0.518 3.054 -0.07
H -2.026 -4.474 -0.175 0.02
H -2.981 -3.579 0.613 0.02
O -2.781 -4.505 0.443 -0.05
H 2.267 3.289 0.406 -0.01
H 2.862 3.418 1.782 0.07
O 2.677 2.760 1.111 -0.06
H 3.764 -0.618 0.854 0.04
H 3.129 0.743 1.035 -0.03
O 3.614 0.067 1.504 -0.03
H -1.748 2.401 -1.991 0.08
H -0.891 1.413 -1.236 0.01
O -0.825 2.251 -1.710 -0.07
H 0.335 4.381 -0.400 0.09
H 0.584 2.920 -0.494 0.00
O 1.059 3.760 -0.543 -0.04
H 3.968 2.682 -1.623 0.03
H 4.093 2.263 -0.071 0.01
O 4.373 2.096 -0.989 -0.05
H -2.605 0.165 1.486 0.06
H -1.568 -0.402 2.455 0.01
O -2.204 0.323 2.356 -0.05
H 1.970 -2.083 3.787 0.05
H 1.653 -1.224 2.525 0.01
O 1.491 -2.067 2.975 -0.04
H 0.959 2.062 -2.601 0.02
H 1.280 1.238 -3.897 0.07
O 1.685 1.688 -3.143 -0.05
H 1.996 0.470 -1.884 0.03
H 3.175 0.155 -1.050 0.05
O 2.236 -0.086 -1.106 -0.08
H -1.215 -3.043 1.853 0.01
H -0.291 -2.162 2.717 -0.01
O -1.209 -2.312 2.460 -0.05
H 0.014 0.588 1.123 0.02
H 1.018 0.719 -0.143 0.02
O 0.128 0.880 0.210 -0.08
H -0.426 2.118 1.569 -0.01
H -1.509 2.048 2.671 0.03
O -0.748 2.565 2.360 -0.07